1.
# C7H16NO2P

The molecule C7H16NO2P (wB97M-V/def2-TZVPD, OMol25).

## Properties
- LUMO: 0.733 eV

Geometry as ORCA input:
```
! wB97M-V def2-TZVPD RIJCOSX def2/J DEFGRID3
* xyz 0 1
C 2.18 1.53 0.70
C 1.78 0.31 -0.14
C 2.27 -0.88 0.73
C 2.41 0.19 -1.56
N 0.33 0.30 -0.29
C -0.59 -0.69 -0.18
O -0.52 -1.91 -0.10
P -2.25 0.10 -0.20
C -2.70 0.34 1.52
C -3.29 -1.10 -0.93
O -2.08 1.43 -0.84
H 1.85 2.39 0.16
H 1.51 1.54 1.67
H 3.19 1.56 0.81
H 1.88 -1.86 0.39
H 1.74 -0.70 1.71
H 3.29 -0.92 0.72
H 3.16 -0.62 -1.54
H 1.59 -0.02 -2.39
H 2.96 1.08 -2.02
H -0.19 1.13 -0.65
H -3.68 0.71 1.62
H -2.63 -0.66 1.92
H -1.99 0.99 2.10
H -4.42 -0.85 -1.12
H -2.68 -1.44 -1.84
H -3.11 -1.97 -0.25
*
```



2.
# C7H16O

A cluster of 2 separate species, C7H16O in total (wB97M-V/def2-TZVPD, OMol25).

## Properties
- LUMO: 0.893 eV

Geometry as ORCA input:
```
! wB97M-V def2-TZVPD RIJCOSX def2/J DEFGRID3
* xyz 0 1
C -0.72 1.30 0.60
C -1.55 0.48 -0.14
C -3.06 0.51 0.14
C -0.92 -0.36 -1.11
C 0.59 -0.10 -1.33
C 1.35 -0.93 -0.43
C 2.87 -0.53 -0.27
H -1.28 2.12 1.19
H 0.40 1.26 0.53
H -3.35 1.51 0.20
H -3.39 -0.17 0.87
H -3.55 0.09 -0.78
H -1.02 -1.36 -0.70
H -1.54 -0.28 -1.99
H 0.90 0.93 -1.12
H 0.87 -0.34 -2.38
H 1.24 -2.01 -0.80
H 0.94 -0.94 0.64
H 3.50 -0.95 -0.98
H 2.88 0.48 -0.52
H 3.21 -0.81 0.73
O 0.28 0.21 2.79
H 1.10 0.57 2.47
H 0.24 -0.69 2.42
*
```



Computed HOMO energy (eV) in order:
-9.10, -8.47
Computed energy relative to the best compared isomer or geometry (same formula, charge and spin) (kJ/mol) in order:
37.0, 241.9
Computed frontier orbital gap (eV) in order:
9.83, 9.37